Entry 1:
A structure of composition C7H10, computed with ωB97M-V with the def2-TZVPD basis set.

```
17
Properties=species:S:1:pos:R:3
C 2.43532 0.41071 -0.09183
C 1.17108 -0.39226 0.25135
C -0.00397 0.14443 -0.54274
C -0.91636 -0.92801 -1.02327
C -1.72695 -0.61701 0.23862
C -1.41457 0.87710 0.44158
C -1.85255 1.96574 0.80467
H 2.50505 0.57757 -1.17153
H 3.33603 -0.12731 0.22444
H 2.42243 1.38996 0.39457
H 1.34197 -1.46032 0.03651
H 0.98411 -0.32167 1.33096
H -1.48076 -0.65108 -1.91775
H -0.53519 -1.95049 -1.08207
H -1.39599 -1.21858 1.08894
H -2.80692 -0.70760 0.11023
H -2.06272 3.00881 0.90732
```

Spin multiplicity: 1
Lowest unoccupied orbital energy (spin up / spin down) in eV: 0.09 / -0.13
Kohn-Sham gap (spin up / spin down) in eV: 7.3 / 7.2
Energy above the lowest of the compared OMol25 structures with the same formula, charge and spin in kJ/mol: 600.67
HOMO level (spin up / spin down) in Ha: -0.2664 / -0.2694

***

Entry 2:
A structure of composition C16H25INO6P2Ru, computed with ωB97M-V with the def2-TZVPD basis set.

```
52
Properties=species:S:1:pos:R:3
C -0.15503 0.07288 -5.99574
C -0.15577 0.21364 -4.50356
H -0.16202 1.08549 -6.44046
H -1.05610 -0.47151 -6.33241
H 0.75628 -0.46261 -6.32290
O -0.17796 1.27042 -3.89564
I -0.15490 -1.71330 -3.34665
Ru -0.25810 0.37201 -0.59462
P 1.82958 0.22143 -1.33820
C 2.88452 1.22604 -0.24415
C 2.39031 -1.49928 -1.24548
H 3.46313 -1.52843 -1.48193
H 3.50328 1.06945 -2.85463
H 1.83126 -2.11091 -1.97098
H 2.31005 0.01337 -3.68947
H 2.71061 0.93282 0.79909
H 2.19340 -1.86228 -0.22705
C 2.44143 0.80061 -2.93595
H 3.93663 1.05833 -0.52650
H 1.85637 1.68022 -3.22081
H 2.61880 2.28703 -0.37929
P -2.32560 0.33364 -1.46832
C -3.35233 1.44159 -0.45686
C -2.97194 0.56333 -3.12517
H -2.14430 -2.05518 -1.39002
H -3.83680 -1.45419 -1.25285
H -2.72032 -1.32786 0.15725
C -2.80464 -1.30884 -0.93369
H -2.89323 -0.39067 -3.66980
H -4.01330 0.91164 -3.09955
H -4.40390 1.23268 -0.69067
H -3.09903 2.49019 -0.67198
H -2.34799 1.31952 -3.62163
H -3.11763 1.19416 0.59222
C -0.28548 2.22859 -0.69939
O -0.29578 3.39570 -0.80143
O -1.44240 0.22079 1.86139
C -0.25661 -0.09735 2.13750
O 0.68465 -0.15587 1.23406
C 0.15001 -0.44287 3.55374
C 1.44164 -0.93504 3.86706
C 1.78295 -1.18155 5.19835
C 0.84532 -0.91222 6.21737
C -0.46208 -0.50001 5.89829
C -0.79916 -0.24263 4.57426
N 1.24280 -1.21182 7.54922
O 2.40309 -1.69411 7.68446
O 0.48586 -1.00016 8.52375
H 2.18731 -1.13802 3.08484
H 2.74604 -1.60037 5.49469
H -1.19108 -0.40578 6.69226
H -1.81179 0.06727 4.30795
```

Spin multiplicity: 6
Expectation value of S²: 8.778
Net charge: +2
Lowest unoccupied orbital energy (spin up / spin down) in eV: -6.48 / -10.72
Kohn-Sham gap (spin up / spin down) in eV: 6.5 / 4.3
HOMO level (spin up / spin down) in Ha: -0.4755 / -0.5533

***

Entry 3:
The molecule C4H5N3O, computed with ωB97M-V with the def2-TZVPD basis set.

```
13
Properties=species:S:1:pos:R:3
H -3.28966 0.95814 0.13177
N -2.42149 0.47874 -0.05944
C -1.39741 1.14747 0.12374
N -0.08655 0.30440 -0.19612
N -0.25477 -1.04967 -0.02540
C 1.03751 -1.52839 0.00540
C 1.92004 -0.51978 0.06399
C 1.18288 0.74297 0.00288
O 1.54456 1.89422 0.06344
H -1.32613 2.22449 0.33790
H -1.00628 -1.39244 -0.63052
H 1.07881 -2.53372 0.03825
H 3.01849 -0.72644 0.14409
```

Spin multiplicity: 1
Lowest unoccupied orbital energy in eV: 0.89
Kohn-Sham gap in eV: 9.5
Energy above the lowest of the compared OMol25 structures with the same formula, charge and spin in kJ/mol: 261.21
HOMO level in Ha: -0.3177

***

Entry 4:
A cluster of 3 separate species, C4H11NO2 in total, computed with ωB97M-V with the def2-TZVPD basis set.

```
18
Properties=species:S:1:pos:R:3
C 1.32499 0.78457 0.20272
N -0.04687 0.93961 0.78361
C -0.17914 0.40806 2.09630
C -1.08200 0.57897 -0.10391
C -1.01877 0.57257 -1.54715
O -1.89867 0.23833 -2.33603
H 2.05041 0.50649 0.96968
H 1.27455 0.05958 -0.60753
H 1.79974 1.68288 -0.27801
H -1.17099 0.66606 2.49193
H 0.62405 0.82703 2.71907
H -0.06899 -0.74257 2.15108
H -2.03161 0.18910 0.22010
H -0.89674 -1.88446 0.13251
H -0.07234 0.96426 -1.89066
H 0.46567 -2.46996 -2.19522
H 0.08944 -1.65510 -1.00171
O 0.83728 -1.66544 -1.80677
```

Spin multiplicity: 1
Lowest unoccupied orbital energy in eV: -1.90
Kohn-Sham gap in eV: 6.4
Energy above the lowest of the compared OMol25 structures with the same formula, charge and spin in kJ/mol: 591.69
HOMO level in Ha: -0.3044

***

Entry 5:
A cluster of 3 separate species, C28H40B3N2O11PS2 in total, computed with ωB97M-V with the def2-TZVPD basis set.

```
87
Properties=species:S:1:pos:R:3
C -0.45668 2.75223 5.17433
O -1.65582 2.02700 4.70738
C -2.73906 2.29223 5.71120
C -3.95495 1.18781 5.60921
C -3.51432 -0.24200 4.92187
C -2.25117 -0.98762 5.68319
C -1.87269 -2.37604 4.84477
C -0.35023 -2.92314 5.19773
C 0.75584 -2.42116 4.04863
C 1.36095 -3.69242 3.16322
C 2.93219 -3.32595 2.80565
C 3.61919 -4.42175 1.79723
C 3.36661 -3.95409 0.24639
B 4.57754 -3.06482 -0.42158
O 5.06413 -3.47214 -1.78432
B 4.61055 -2.33317 -2.65216
C 4.47303 -2.43137 -4.28836
C 3.51140 -3.64157 -4.83479
S 1.69825 -3.48244 -4.34764
C 1.11525 -1.82326 -5.01503
N -0.06960 -0.95689 -4.59111
N -0.02014 0.18713 -5.41445
C 1.18756 0.03749 -6.31787
O 1.92701 -1.23726 -6.12733
O 4.30851 -1.01438 -1.99687
B 5.37287 -0.92532 -0.93603
P 6.82217 0.29740 -1.19854
O 6.26541 1.52034 -2.36060
O 8.08812 -0.62343 -2.03801
S 7.48199 1.15804 0.41635
O 5.19902 -1.84899 0.21370
H 0.17325 3.19147 4.28938
H 0.19340 1.98921 5.80873
H -0.73151 3.65049 5.89025
H -3.18167 3.34949 5.40250
H -2.31385 2.41336 6.79770
H -4.42498 1.09411 6.67710
H -4.78476 1.66719 4.91702
H -4.43067 -0.98776 4.96564
H -3.22446 -0.06127 3.78311
H -2.57754 -1.33009 6.77396
H -1.30912 -0.30287 5.83150
H -1.92214 -2.16451 3.68885
H -2.62145 -3.20504 5.21209
H 0.01832 -2.45930 6.22232
H -0.31191 -4.10582 5.32604
H 1.65728 -1.85897 4.58380
H 0.23058 -1.60976 3.35038
H 1.24103 -4.73289 3.72769
H 0.68971 -3.74970 2.19644
H 2.91199 -2.28324 2.26321
H 3.51467 -3.26758 3.82537
H 3.02461 -5.44269 1.95490
H 4.75612 -4.62666 1.98347
H 3.25764 -4.95872 -0.38862
H 2.34722 -3.37609 0.07892
H 5.58382 -2.54484 -4.70758
H 4.09700 -1.38179 -4.67951
H 3.52982 -3.56640 -6.02600
H 3.93765 -4.70128 -4.55929
H 1.58876 0.80481 -7.13316
H 6.39801 1.09074 -3.27786
H 8.44857 -0.07073 -2.79248
O -3.35811 5.75903 3.90621
C -3.79810 5.36995 2.83311
C -4.72520 6.19926 2.03816
C -5.20709 5.77239 0.86688
C -4.83210 4.45454 0.31690
O -5.27209 4.06547 -0.75619
C -3.90501 3.62524 1.11186
C -3.42311 4.05211 2.28313
H -4.99012 7.16368 2.45472
H -5.88854 6.36783 0.27163
H -3.64008 2.66081 0.69529
H -2.74166 3.45667 2.87838
O -2.03425 2.78895 -9.73982
C -2.66453 2.43802 -8.75184
C -4.12523 2.63289 -8.66473
C -4.81265 2.25112 -7.58397
C -4.14166 1.61693 -6.43185
O -4.77193 1.26600 -5.44387
C -2.68096 1.42206 -6.51896
C -1.99354 1.80383 -7.59972
H -4.60296 3.09878 -9.51827
H -5.88420 2.38741 -7.50363
H -2.20323 0.95617 -5.66541
H -0.92199 1.66754 -7.68006
```

Spin multiplicity: 1
Lowest unoccupied orbital energy in eV: -1.43
Kohn-Sham gap in eV: 7.7
HOMO level in Ha: -0.3363